[1]
The following is a quantum chemistry calculation of a structure of composition C11H34CrFN2O5, from OMol25.

Structure (ORCA input):
```
! wB97M-V def2-TZVPD RIJCOSX def2/J DEFGRID3
* xyz 1 5
Cr -15.96 13.44 -14.63
F -16.55 13.50 -12.70
O -17.65 16.41 -17.29
O -14.30 14.48 -13.56
O -14.91 13.65 -10.45
O -18.32 12.67 -10.78
O -17.83 15.86 -12.08
N -17.21 15.15 -14.87
N -14.34 11.94 -14.56
C -14.23 15.82 -13.09
C -18.50 14.96 -15.66
C -17.50 16.31 -10.76
C -17.86 17.41 -18.29
C -13.58 12.26 -13.27
C -18.49 11.27 -10.69
C -19.62 14.60 -14.70
C -15.04 12.71 -9.38
C -12.35 11.38 -13.16
C -18.76 16.20 -16.46
C -13.12 13.70 -13.40
H -16.44 16.55 -10.70
H -18.78 17.19 -18.84
H -15.24 16.23 -13.06
H -12.61 13.99 -12.48
H -16.82 15.95 -15.39
H -18.06 17.22 -10.55
H -14.30 12.16 -12.47
H -15.53 13.16 -8.51
H -17.57 10.71 -10.91
H -14.58 10.96 -14.46
H -20.49 14.26 -15.27
H -19.25 10.93 -11.40
H -17.94 18.39 -17.82
H -19.94 15.45 -14.10
H -15.58 11.81 -9.69
H -17.52 14.94 -12.11
H -17.70 15.54 -10.01
H -15.53 13.41 -11.15
H -13.59 11.95 -15.25
H -13.90 15.84 -12.05
H -18.35 14.13 -16.35
H -11.64 11.68 -13.93
H -11.86 11.58 -12.21
H -17.42 15.62 -13.97
H -12.49 13.92 -14.26
H -18.88 17.06 -15.77
H -12.59 10.32 -13.23
H -14.03 12.42 -9.07
H -17.64 12.87 -11.43
H -19.73 16.17 -16.97
H -19.34 13.82 -13.99
H -13.65 16.43 -13.78
H -18.79 11.01 -9.68
H -17.02 17.39 -18.97
*
```

Results
Orbital gap (alpha / beta): 8.11 / 8.32 eV
Expectation value of S²: 6.01
F_max: 1.6 eV Å⁻¹
Energy: -56309.19660 eV

=====

[2]
The following is a quantum chemistry calculation of a structure of composition C11H34F3O11V, from OMol25.

Structure (ORCA input):
```
! wB97M-V def2-TZVPD RIJCOSX def2/J DEFGRID3
* xyz 0 1
V 0.68 0.06 0.93
F 1.90 2.71 -3.88
F 2.90 2.06 -2.11
F 2.29 0.61 -3.60
O 2.12 1.79 1.64
O -0.42 -1.87 -2.90
O 0.43 0.13 3.28
O 3.82 -3.81 3.70
O -3.31 -3.91 2.69
O -0.61 -0.86 0.96
O -0.44 1.08 -3.08
O 0.62 0.78 -1.17
O -4.63 -0.60 -0.48
O 1.99 -0.85 0.73
O -1.04 1.85 1.09
C -2.01 1.24 -4.83
C -1.44 2.63 2.24
C 1.93 1.72 -2.97
C 1.55 -0.56 3.89
C -3.22 -2.72 1.89
C -3.27 -0.28 -0.77
C 0.58 1.58 -2.25
C 4.14 -2.94 2.61
C 0.81 -2.42 -2.47
C -0.71 1.78 -4.28
C 2.24 2.95 0.81
H 0.08 1.65 -5.02
H -1.88 0.19 -5.11
H -2.47 -2.82 1.12
H -0.12 0.40 4.02
H 5.06 -3.27 2.12
H 0.29 2.58 -1.89
H -2.41 3.07 2.00
H 3.07 2.87 0.11
H 0.86 -2.53 -1.38
H -3.84 -3.66 3.45
H -0.90 2.55 0.43
H 2.81 1.83 2.30
H 1.14 -1.13 4.72
H -3.02 0.67 -0.31
H 2.87 -3.77 3.79
H -2.80 1.26 -4.06
H -1.68 2.02 3.11
H 0.89 -3.45 -2.82
H -4.21 -2.55 1.46
H 3.36 -2.93 1.84
H 1.38 3.09 0.16
H -3.11 -0.21 -1.85
H -0.43 -0.93 -2.69
H -2.39 1.83 -5.66
H 2.31 0.15 4.22
H -4.89 -1.39 -0.95
H -0.74 3.46 2.42
H 2.07 -1.20 3.19
H 2.35 3.84 1.43
H 4.29 -1.93 2.98
H 1.61 -1.76 -2.83
H -2.64 -1.09 -0.41
H -2.95 -1.85 2.51
H -0.83 2.85 -4.07
*
```

Results
Energy relative to the best compared isomer or geometry (same formula, charge and spin): 1.831 eV
Orbital gap: 8.30 eV
F_max: 2.9 eV Å⁻¹
Energy: -68317.77130 eV

=====

[3]
The following is a quantum chemistry calculation of a structure of composition C11H34MoN2OP2, from OMol25.

Structure (ORCA input):
```
! wB97M-V def2-TZVPD RIJCOSX def2/J DEFGRID3
* xyz 2 3
Mo 0.14 1.38 -0.61
P -2.12 2.08 0.06
P 1.10 0.45 -2.69
O 0.19 -0.60 0.74
N 1.46 -1.46 2.39
N -0.27 -2.66 1.32
C 2.10 -0.18 2.26
C -3.82 2.00 -0.69
C 1.94 -1.15 -2.21
C -1.25 -2.55 0.25
C -0.21 -3.85 2.11
C -1.98 3.80 0.71
C -2.43 1.22 1.70
C 2.64 1.42 -3.03
C 0.45 0.03 -4.37
C 0.46 -1.56 1.50
C 1.98 -2.32 3.44
H -1.13 3.81 1.41
H -4.02 0.94 -0.90
H 2.55 -0.12 1.23
H 0.03 -4.67 1.43
H -0.51 2.17 -1.88
H -1.77 4.48 -0.13
H 2.49 -3.21 3.04
H 2.36 2.44 -3.32
H 1.22 -0.37 -5.05
H -0.74 -2.36 -0.76
H -1.89 -3.48 0.13
H 1.18 -1.92 -1.97
H 3.22 1.45 -2.09
H 3.27 0.97 -3.81
H 0.56 -3.79 2.87
H -3.80 2.56 -1.64
H 2.56 -0.96 -1.31
H 1.25 -2.49 4.25
H 2.89 -0.09 3.01
H -1.95 -1.67 0.41
H -0.34 -0.72 -4.23
H -2.58 0.14 1.54
H -4.61 2.41 -0.03
H -1.18 -3.97 2.60
H 1.33 0.62 2.42
H 1.06 2.94 0.27
H 2.59 -1.50 -3.04
H 2.78 -1.72 3.90
H 1.57 2.62 -0.24
H 0.01 0.94 -4.81
H -2.88 4.14 1.25
H -3.31 1.67 2.20
H -1.53 1.37 2.33
H -1.04 1.33 -1.99
*
```

Results
Orbital gap (alpha / beta): 6.58 / 6.68 eV
Expectation value of S²: 2.02
F_max: 4.3 eV Å⁻¹
Energy: -37400.76205 eV

=====

[4]
The following is a quantum chemistry calculation of a cluster of 6 separate species, C11H34O10 in total, from OMol25.

Structure (ORCA input):
```
! wB97M-V def2-TZVPD RIJCOSX def2/J DEFGRID3
* xyz 0 1
O -2.42 4.62 1.97
O -0.69 0.24 0.39
O -4.87 0.83 -3.41
O 0.79 -0.41 2.77
O -0.76 -1.69 -1.72
O 3.62 0.13 2.43
O 2.00 -2.88 2.13
O -3.10 1.97 2.91
O -1.70 1.77 -1.86
O 4.46 -4.41 1.79
C 2.85 -2.78 0.99
C 2.59 1.12 2.43
C -3.63 1.50 -3.25
C -2.94 1.10 -1.97
C 1.36 -0.59 -2.15
C 4.28 -3.08 1.34
C -3.12 2.32 1.53
C 0.43 -2.26 -3.76
C -2.15 3.44 1.22
C 0.09 -1.17 -2.75
C 1.51 0.67 3.36
H 0.84 1.51 3.56
H -0.08 0.18 1.14
H -0.67 -0.62 -0.03
H 0.95 -1.80 -4.61
H 2.96 2.09 2.79
H 4.93 -2.87 0.47
H -0.48 -0.39 -3.26
H 2.51 -3.50 0.24
H -1.12 3.15 1.43
H 4.25 -5.02 1.08
H 1.91 -1.39 -1.65
H 1.16 -2.95 -3.32
H -4.68 -0.08 -3.64
H -2.18 3.67 0.15
H 4.22 0.29 1.68
H -0.42 -2.82 -4.12
H -4.11 2.68 1.22
H 2.17 1.25 1.43
H -0.60 -2.64 -1.64
H -3.78 2.58 -3.28
H 2.78 -1.76 0.58
H -0.12 -0.40 3.10
H -1.15 1.22 -1.28
H -2.77 0.01 -1.98
H -3.58 1.36 -1.12
H -3.37 4.79 1.96
H -3.74 2.51 3.37
H 1.67 -2.00 2.33
H 1.12 0.15 -1.39
H 1.93 0.35 4.32
H 4.64 -2.45 2.15
H -2.95 1.28 -4.09
H 2.02 -0.23 -2.94
H -2.86 1.42 0.97
*
```

Results
Energy relative to the best compared isomer or geometry (same formula, charge and spin): 0.000 eV
SMILES: CC(C)O.OCCO.OCCO.OCCO.OCCO.O
Orbital gap: 10.08 eV
F_max: 0.8 eV Å⁻¹
Energy: -32431.53999 eV

=====

[5]
The following is a quantum chemistry calculation of a structure of composition C11H38B2F3HgO8S, from OMol25.

Structure (ORCA input):
```
! wB97M-V def2-TZVPD RIJCOSX def2/J DEFGRID3
* xyz -1 1
Hg 0.87 -0.20 1.15
S 0.23 2.47 3.61
F -1.85 2.99 5.24
F -2.24 3.55 3.17
F -2.34 1.49 3.70
O -1.63 -0.51 1.64
O -0.92 -0.97 -2.20
O 3.02 -0.13 0.48
O 0.76 1.84 4.80
O 0.59 3.86 3.51
O 0.11 -2.19 0.01
O 0.33 1.70 2.38
O 1.06 4.14 -0.97
C 3.25 0.29 -0.82
C -3.92 -1.17 1.34
C -0.08 -4.62 -0.23
C -1.68 2.64 3.96
C 0.62 -0.77 -3.98
C 1.95 -3.40 -0.97
C -0.85 -0.72 -3.60
C -2.73 -1.15 2.28
C -2.22 -2.58 2.56
C -1.56 0.60 -3.82
C 0.81 -3.43 0.05
B 3.28 4.14 0.84
B -0.14 1.46 -0.42
H -4.09 -0.21 0.85
H 3.95 4.34 1.75
H 0.46 -5.48 -0.62
H 2.35 -4.41 -1.11
H 0.73 1.94 0.16
H 0.79 3.17 -0.87
H -1.35 -2.53 3.22
H 3.61 -0.50 -1.50
H 1.30 -3.71 0.98
H -0.28 -2.14 -0.89
H -1.48 -1.45 -4.10
H 1.26 4.37 -1.89
H -1.11 1.43 -3.27
H -2.55 0.55 -3.38
H -0.24 2.06 -1.40
H -1.99 -3.13 1.64
H -3.74 -1.88 0.54
H 1.00 -1.74 -3.65
H 2.73 -2.65 -0.85
H 1.93 4.38 -0.49
H 1.27 -0.05 -3.48
H 3.93 3.82 -0.06
H 0.81 -0.68 -5.05
H -2.95 -3.14 3.15
H 2.67 5.08 0.50
H -4.82 -1.50 1.86
H -0.47 -0.24 -1.73
H -1.99 0.23 1.15
H 2.35 0.76 -1.23
H 4.06 1.04 -0.88
H 1.54 -3.13 -1.95
H -0.57 -5.00 0.67
H -0.91 -4.31 -0.86
H 2.47 3.36 1.08
H -1.04 1.46 0.28
H -1.58 0.90 -4.88
H 0.19 0.41 -0.66
H -2.93 -0.78 3.29
*
```

Results
Energy relative to the best compared isomer or geometry (same formula, charge and spin): 0.000 eV
Orbital gap: 7.92 eV
F_max: 2.8 eV Å⁻¹
Energy: -52913.40304 eV

=====

[6]
The following is a quantum chemistry calculation of a cluster of 8 separate species, C11H38N2O8 in total, from OMol25.

Structure (ORCA input):
```
! wB97M-V def2-TZVPD RIJCOSX def2/J DEFGRID3
* xyz 0 1
O 15.81 16.30 3.42
O 16.92 13.23 5.23
O 14.62 9.12 1.15
O 13.12 10.16 7.17
O 12.34 13.64 4.30
O 18.95 12.71 0.83
O 19.61 8.80 1.02
O 15.33 13.56 2.97
N 14.04 11.72 2.56
N 16.13 11.81 1.71
C 13.06 10.83 5.91
C 15.85 7.12 1.80
C 16.42 12.34 7.39
C 12.63 15.03 4.30
C 16.02 16.62 4.79
C 15.18 12.47 2.42
C 18.31 14.98 1.25
C 18.70 9.23 0.02
C 16.16 13.48 6.42
C 19.25 13.87 1.64
C 14.83 8.17 2.20
H 15.88 12.48 8.33
H 19.08 10.06 -0.59
H 18.47 8.41 -0.66
H 19.12 13.64 2.70
H 14.02 8.74 0.50
H 15.86 15.34 3.27
H 16.07 11.42 6.93
H 19.02 11.94 1.40
H 15.59 6.56 0.90
H 11.51 13.50 3.84
H 15.36 16.01 5.43
H 17.48 12.21 7.59
H 15.89 10.88 1.38
H 18.35 15.25 0.19
H 13.97 11.04 1.81
H 17.04 16.33 5.05
H 13.87 7.70 2.45
H 15.09 13.53 6.20
H 16.92 12.23 1.25
H 13.32 12.07 3.16
H 13.64 10.28 5.17
H 13.12 15.38 3.39
H 13.32 15.27 5.11
H 13.41 11.86 6.00
H 11.73 15.63 4.47
H 17.29 14.68 1.51
H 16.81 7.60 1.63
H 17.76 9.55 0.48
H 15.21 8.71 3.06
H 15.97 6.38 2.59
H 16.36 13.40 4.45
H 20.07 9.57 1.37
H 12.02 10.85 5.57
H 20.30 14.13 1.51
H 16.51 14.44 6.80
H 15.77 17.67 4.91
H 12.29 10.34 7.63
H 18.55 15.90 1.78
*
```

Results
Energy relative to the best compared isomer or geometry (same formula, charge and spin): 0.000 eV
SMILES: NC(N)=O.CCO.CCO.CCO.CO.CO.CO.CO
Orbital gap: 9.71 eV
F_max: 1.5 eV Å⁻¹
Energy: -31382.30516 eV

=====

[7]
The following is a quantum chemistry calculation of a cluster of 7 separate species, C11H38O13P2 in total, from OMol25.

Structure (ORCA input):
```
! wB97M-V def2-TZVPD RIJCOSX def2/J DEFGRID3
* xyz -1 2
P -24.27 -15.52 0.49
P -21.95 -11.34 5.41
O -19.56 -14.77 2.76
O -25.47 -15.57 -0.34
O -22.98 -14.85 -0.31
O -27.34 -15.15 3.95
O -21.01 -19.32 2.27
O -20.95 -10.23 5.65
O -23.78 -16.95 0.93
O -22.96 -19.48 6.90
O -22.49 -18.52 4.40
O -21.76 -12.70 6.28
O -24.40 -14.72 1.87
O -23.45 -10.85 5.81
O -21.98 -11.79 3.83
C -20.84 -20.73 2.07
C -21.60 -10.90 2.77
C -24.53 -17.83 1.75
C -21.72 -14.58 0.35
C -18.69 -13.74 2.80
C -26.62 -16.02 4.85
C -23.96 -19.58 7.87
C -23.71 -9.48 5.65
C -22.67 -17.10 4.49
C -25.14 -13.55 1.93
C -20.75 -13.65 5.91
H -17.93 -13.78 3.58
H -19.99 -21.04 1.45
H -20.10 -13.95 6.74
H -21.69 -21.07 1.47
H -28.20 -14.98 4.34
H -23.02 -8.87 6.24
H -25.14 -17.23 2.43
H -21.89 -14.63 1.43
H -20.96 -15.33 0.14
H -20.64 -11.33 2.48
H -26.89 -15.82 5.89
H -21.76 -16.50 4.47
H -20.86 -21.41 2.92
H -22.68 -18.80 5.30
H -23.55 -19.47 8.88
H -25.77 -13.61 2.82
H -26.95 -17.02 4.56
H -22.27 -10.82 1.92
H -24.40 -12.78 2.13
H -25.66 -13.21 1.04
H -24.74 -9.34 5.99
H -19.21 -15.51 3.26
H -21.18 -14.58 5.53
H -23.13 -16.81 3.55
H -18.15 -13.58 1.87
H -20.04 -13.42 5.12
H -25.54 -16.12 4.76
H -25.37 -18.16 1.13
H -23.35 -16.85 5.31
H -22.26 -20.13 7.04
H -21.49 -9.87 3.13
H -21.39 -13.57 0.10
H -24.02 -18.62 2.29
H -21.52 -19.19 3.07
H -23.67 -9.35 4.57
H -19.21 -12.80 3.00
H -24.76 -18.83 7.83
H -24.43 -20.56 7.78
*
```

Results
Orbital gap (alpha / beta): 1.73 / 9.36 eV
Expectation value of S²: 0.75
F_max: 2.9 eV Å⁻¹
Energy: -57218.51732 eV

=====

[8]
The following is a quantum chemistry calculation of a structure of composition C11H38O4SSbSi, from OMol25.

Structure (ORCA input):
```
! wB97M-V def2-TZVPD RIJCOSX def2/J DEFGRID3
* xyz -1 1
Sb 0.56 1.77 -0.92
S -1.83 -0.71 -1.11
Si 0.51 2.39 1.65
O 4.57 0.69 -0.34
O 3.77 -0.08 5.20
O -2.79 -5.39 -1.71
O -2.57 -2.65 -3.72
C -0.14 -0.38 -0.60
C 5.48 0.57 -1.41
C -2.08 -2.19 -4.97
C -2.77 0.10 0.19
C -4.17 -5.10 -1.65
C 0.74 1.27 -3.08
C -4.24 -0.32 0.10
C -1.18 2.36 2.52
C 1.11 4.18 1.84
C 1.70 1.33 2.66
C 2.83 -1.15 5.18
H 0.26 4.87 1.86
H -4.90 0.56 0.13
H 1.78 4.47 1.02
H -4.53 -0.96 0.94
H 6.03 1.49 -1.59
H 3.10 -1.79 4.35
H -1.10 2.95 3.45
H -4.46 -0.86 -0.82
H -2.31 -2.00 -3.05
H 1.81 -0.79 5.03
H -0.02 -0.73 0.43
H -2.33 -0.21 1.14
H 5.05 0.90 0.47
H 1.30 0.34 2.89
H -1.16 2.28 -1.19
H -0.10 0.70 -3.47
H 2.88 -1.73 6.11
H 1.10 3.46 -1.27
H -2.40 -4.78 -2.35
H -4.66 -5.27 -2.61
H -1.95 2.83 1.91
H 6.20 -0.25 -1.26
H -2.38 -2.93 -5.72
H -1.49 1.36 2.81
H 2.64 1.22 2.10
H -2.64 1.18 0.10
H 2.22 1.25 -0.69
H 1.65 4.30 2.79
H 0.87 2.20 -3.64
H -4.34 -4.06 -1.35
H -0.99 -2.11 -4.98
H 0.47 -1.00 -1.27
H -4.61 -5.76 -0.90
H 3.54 0.51 5.92
H 1.66 0.68 -3.18
H 1.94 1.85 3.59
H 4.88 0.34 -2.29
H -2.51 -1.22 -5.24
*
```

Results
Orbital gap: 5.68 eV
F_max: 0.4 eV Å⁻¹
Energy: -45459.42583 eV

=====

Which value of F_max does entry 5 give?
2.8 eV Å⁻¹

=====

Which of these has the lowest F_max?
C11H38O4SSbSi